# 1
This record from the OMol25 dataset describes a structure of composition C33H33N3NiPSe2. The level of theory is ωB97M-V with the def2-TZVPD basis set.

Summary:
* charge: +1
* E_LUMO (spin up / spin down): -2.5 / -2.9 eV
* spin multiplicity: 3
* highest occupied orbital energy (spin up / spin down): -0.380 / -0.404 hartree
* frontier orbital gap (spin up / spin down): 7.80 / 8.06 eV

```
73
Properties=species:S:1:pos:R:3:forces:R:3:mulliken_spin:R:1
C -0.131872 -1.373476 -4.256521 0.0 0.0 0.0 0.020
H 3.164215 -0.234327 3.068878 0.0 0.0 0.0 0.002
Se -1.473633 2.290619 0.061449 0.1 -0.1 0.0 0.078
C -0.436061 -1.181894 -2.916486 0.0 0.0 0.0 0.003
H -1.570873 0.955173 3.885876 0.0 0.0 0.0 0.003
C 1.091615 -0.902234 4.857933 0.0 0.0 0.0 0.000
C 2.977649 -0.009784 2.026388 0.0 0.0 0.0 -0.006
H 0.447766 1.888574 -4.951236 0.0 0.0 0.0 0.000
N -0.408341 0.005760 -2.319301 0.0 0.0 0.0 0.038
C -3.022747 -2.467603 0.785816 0.0 0.0 0.0 0.009
H -2.741992 0.135459 2.065370 0.0 0.0 0.0 -0.004
H -0.488760 2.135469 2.392483 0.0 0.0 0.0 -0.005
H -3.384924 2.507730 1.657611 0.0 0.0 0.0 0.001
C 4.017904 0.400828 1.210042 0.0 0.0 0.0 0.001
H -0.792185 -2.828616 -5.729455 0.0 0.0 0.0 0.000
C 3.076925 -5.250703 -2.173269 0.0 0.0 0.0 0.000
H 4.608736 0.994144 -0.764110 0.0 0.0 0.0 0.000
H -1.576412 1.492472 6.287233 0.0 0.0 0.0 0.000
C -0.822923 0.827019 5.886923 0.0 0.0 0.0 0.003
C 1.552718 -3.928184 -3.415638 0.0 0.0 0.0 -0.001
H -4.051947 -2.628560 1.094371 0.0 0.0 0.0 0.003
C 0.144986 -0.335044 4.001872 0.0 0.0 0.0 0.029
C -0.150424 -2.721759 -4.860571 0.0 0.0 0.0 0.000
H 1.326040 -2.559639 0.315504 0.0 0.0 0.0 -0.020
H 1.790470 -6.056237 -3.701251 0.0 0.0 0.0 0.000
H -0.038991 2.025492 -2.522536 0.0 0.0 0.0 -0.002
C 0.200577 0.995709 -4.395101 0.0 0.0 0.0 0.002
C 0.825478 -3.154869 1.069368 0.0 0.0 0.0 0.049
C -0.358723 -3.310471 3.154442 0.0 0.0 0.0 0.005
C 1.700338 -0.113530 1.478874 0.0 0.0 0.0 -0.163
C 0.776204 -4.533942 0.935796 0.0 0.0 0.0 0.005
H 1.817915 -1.606156 4.469989 0.0 0.0 0.0 0.000
H 0.114093 -6.381817 1.806224 0.0 0.0 0.0 0.000
H 3.234290 -2.148223 -1.287577 0.0 0.0 0.0 0.001
C 1.430385 0.191697 0.135865 -0.1 0.0 0.0 0.165
H -4.428712 0.194461 1.495772 0.0 0.0 0.0 0.003
H 0.374382 -4.709086 -5.045613 0.0 0.0 0.0 0.000
N 3.487274 -4.181462 -1.496465 0.0 0.0 0.0 0.000
C 0.262058 -2.529664 2.181718 0.0 0.0 -0.1 -0.019
H -0.797950 -2.843206 4.028050 0.0 0.0 0.0 0.001
C -3.390724 0.391913 1.228190 0.0 0.0 0.0 0.002
H -2.355619 -2.417000 1.642553 0.0 0.0 0.0 -0.006
H 0.386925 -0.343435 -6.065571 0.0 0.0 0.0 0.000
H -1.054994 3.799817 2.028201 0.0 0.0 0.0 0.002
N 1.962586 -2.847539 -2.741679 0.0 0.0 0.0 0.001
C 0.132129 0.272418 6.723793 0.0 0.0 0.0 -0.001
H -3.951074 2.113899 0.039571 0.0 0.0 0.0 0.001
P 0.157261 -0.702852 2.215666 0.0 0.0 0.1 0.050
H 5.017201 0.496280 1.614510 0.0 0.0 0.0 0.000
C 3.783486 0.683289 -0.134753 0.0 0.0 0.0 0.006
H 1.240191 -5.005992 0.079148 0.0 0.0 0.0 0.001
Ni -0.508602 -0.020862 -0.228531 0.0 0.1 0.0 1.714
C -0.547839 2.919100 1.643821 0.0 0.0 0.0 0.005
Se -2.918419 -0.818725 -0.232841 0.0 0.0 0.1 0.023
C 2.104087 -5.177688 -3.154537 0.0 0.0 0.0 0.000
C -0.411502 -4.691148 3.016578 0.0 0.0 0.0 0.000
H -2.708647 -3.272244 0.125090 0.0 0.0 0.0 0.001
H -0.888954 -5.288218 3.782744 0.0 0.0 0.0 0.000
H -0.695651 -2.034220 -2.297372 0.0 0.0 0.0 -0.023
C 0.151755 -5.305198 1.907473 0.0 0.0 0.0 0.003
C -3.229918 1.842165 0.808923 0.0 0.0 0.0 0.004
H 0.129717 0.508237 7.779674 0.0 0.0 0.0 0.000
C -0.814124 0.522411 4.531936 0.0 0.0 0.0 -0.010
H 0.454946 3.180647 1.313593 0.0 0.0 0.0 -0.002
H 3.545446 -6.195272 -1.919890 0.0 0.0 0.0 0.000
H 1.826497 -1.039276 6.862534 0.0 0.0 0.0 0.000
C 2.907664 -3.031580 -1.828258 0.0 0.0 0.0 -0.001
C 1.087667 -0.595583 6.208215 0.0 0.0 0.0 0.002
H 2.358209 0.791562 -1.722080 0.0 0.0 0.0 0.001
C 0.163160 -0.246950 -5.010468 0.0 0.0 0.0 0.000
C 2.506538 0.573743 -0.668931 0.0 0.0 0.0 0.019
C 0.535648 -3.798965 -4.478846 0.0 0.0 0.0 0.001
C -0.075496 1.079347 -3.046071 0.0 0.0 0.0 0.001
```
Positions in Å, forces in eV/Å.

# 2
This record from the OMol25 dataset describes a structure of composition C33H33N5ReS6. The level of theory is ωB97M-V with the def2-TZVPD basis set.

Summary:
* E_LUMO (spin up / spin down): -0.8 / -1.6 eV
* spin multiplicity: 4
* highest occupied orbital energy (spin up / spin down): -0.227 / -0.228 hartree
* frontier orbital gap (spin up / spin down): 5.35 / 4.54 eV

```
78
Properties=species:S:1:pos:R:3:forces:R:3:mulliken_spin:R:1
S -4.220635 6.411315 -0.057280 -0.1 0.3 0.0 -0.002
S -2.292998 1.284870 -1.969714 0.4 -1.1 -0.1 0.215
H 0.317951 5.466351 -4.224084 0.0 0.0 0.0 0.000
S -0.927833 1.818012 1.136426 0.7 -1.2 -0.3 -0.044
C 0.931191 3.579677 -3.424353 0.1 -0.1 0.0 0.034
C 2.549268 0.827704 -3.185111 0.2 -0.3 -0.3 0.070
H -1.307642 -2.430246 3.006363 0.1 0.0 -0.1 -0.003
C -1.623959 -2.625957 -0.769524 -0.1 -0.3 -0.3 -0.029
C 2.565939 -0.550952 -3.418278 -0.1 0.2 0.0 0.027
N -1.053389 -1.463953 1.162694 -0.2 -0.5 0.2 -0.071
H 2.216874 -1.541097 -0.492133 0.1 0.0 0.0 -0.023
H 3.493942 -2.301104 0.466038 0.0 0.0 0.0 0.002
C 3.617793 2.631811 1.884716 0.0 0.0 0.1 -0.005
N 3.917414 -0.347629 -0.197674 0.0 0.2 -0.1 0.015
H -3.162024 2.590645 5.267964 0.0 0.0 0.0 0.000
C 3.366187 0.564443 0.631065 0.0 -0.3 0.4 0.051
C -2.889799 -0.115966 3.259183 0.0 0.0 0.1 0.001
C 3.509665 1.632464 -3.805841 -0.1 -0.1 0.1 0.034
H -0.539648 -1.362129 -3.522349 0.0 0.1 0.0 0.007
H -0.731010 2.194860 5.460393 0.0 0.0 0.0 0.000
C 3.293897 -1.646562 -0.386865 -0.1 -0.1 0.0 0.036
S -3.525069 3.958969 -1.580010 0.1 -0.1 0.4 0.001
C -1.788929 -3.115173 -2.938788 0.1 0.0 -0.1 -0.020
C -3.429866 4.986076 -0.185125 0.2 -0.3 0.0 0.000
H 4.445230 1.918372 -1.288064 0.0 0.0 0.0 0.004
H 0.844685 3.058535 -4.369328 0.0 0.0 0.0 -0.001
N -0.894050 -1.680636 -1.460320 0.2 0.2 0.6 -0.076
C -3.478804 0.936077 3.939168 0.0 0.0 0.0 0.001
H -2.032355 -3.579516 -3.879377 0.0 0.0 0.0 -0.001
C 0.636085 4.931303 -3.339193 0.0 0.0 -0.1 -0.006
H 3.692479 -2.096192 -1.295208 0.1 0.0 0.0 0.002
C -0.887925 -1.493350 2.623648 0.1 0.2 0.2 -0.017
C 1.539665 1.408545 -2.293914 -0.4 0.3 0.3 0.006
C -1.341815 1.539050 4.853345 0.0 0.0 0.0 -0.002
H 1.816831 -1.165788 -2.934484 0.0 0.0 0.0 0.006
H 5.854918 0.449607 -0.020668 0.0 0.0 0.0 0.000
H 2.645672 3.116581 1.765014 0.0 0.0 0.0 0.001
Re -0.266156 -0.056683 -0.271232 -1.6 1.7 0.3 2.666
C -1.972870 2.845854 0.247789 -0.6 0.4 -0.9 0.052
C 3.505319 -1.106946 -4.266661 0.0 -0.1 0.0 -0.024
H -3.491924 -0.749258 2.617345 0.0 0.0 0.0 -0.003
H 5.767713 -1.269646 -0.399738 0.0 0.0 0.0 0.000
C -2.510188 2.644851 -0.992305 0.3 0.6 0.8 -0.021
H 3.509772 2.698523 -3.623209 0.0 0.0 0.0 0.000
H 3.597427 2.042540 2.797222 0.0 0.0 0.0 0.001
C 1.105550 4.905430 -0.983807 0.0 0.0 0.0 -0.008
H 0.476324 6.648221 -2.064781 0.0 0.0 0.0 0.001
C 4.458529 1.065150 -4.640938 0.1 0.0 0.0 -0.021
H 0.317521 0.331614 4.225694 0.0 0.0 0.0 0.001
H 3.987130 3.436061 -0.521692 0.0 -0.1 0.0 0.000
H 5.580885 2.733150 -0.187399 0.0 0.0 -0.1 0.000
C 1.307581 2.882103 -2.280012 0.0 0.1 0.2 0.040
C 0.723343 5.596408 -2.124606 0.0 0.0 0.0 0.013
H 3.487543 -2.171247 -4.464122 0.0 0.0 0.0 0.000
C -0.753104 0.486483 4.169242 -0.1 -0.1 0.0 -0.003
H 5.416672 -0.082562 -1.664500 0.0 0.0 0.0 0.001
C -1.523993 -0.347290 3.370006 0.0 0.0 -0.1 0.009
H 5.196887 1.696636 -5.117632 0.0 0.0 0.0 0.000
H 5.190758 -0.739680 -5.543550 0.0 0.0 0.0 0.002
H 1.665581 2.987461 -0.182346 -0.1 0.0 0.1 0.025
H -2.795568 -4.384275 -1.412941 0.0 0.0 0.0 0.004
N 0.820995 0.719116 -1.492794 1.1 0.0 -0.8 -0.241
H 0.185380 -1.491912 2.829509 0.0 -0.1 0.0 0.006
C -1.643942 -2.495425 0.627906 0.1 0.1 -0.1 0.039
S 2.029481 0.172324 1.601426 0.0 -0.2 0.1 0.032
C 4.530000 2.498696 -0.375009 0.1 0.1 -0.1 -0.001
C 1.388733 3.552398 -1.061887 -0.1 -0.1 0.0 0.016
C -1.007200 -1.973641 -2.766652 0.0 0.0 -0.2 0.066
C -2.704163 1.763569 4.741493 0.0 0.1 0.0 0.001
N 3.950847 1.781102 0.751769 0.0 0.1 -0.1 0.012
H -4.540362 1.119093 3.836869 0.0 0.0 0.0 0.000
C 5.315020 -0.296546 -0.597200 0.1 0.0 -0.1 0.002
H 4.387255 3.399166 1.969910 0.0 0.0 0.0 0.000
C -2.180311 -3.537915 -1.670629 0.0 0.1 0.3 0.076
C 4.460152 -0.302500 -4.876097 -0.1 0.0 0.0 0.042
H 1.161087 5.416538 -0.032081 0.0 0.0 0.0 0.000
H -2.112808 -3.257507 1.246283 0.0 0.0 0.0 -0.002
S -2.404728 4.333428 1.061144 -0.3 0.2 -0.3 0.001
```
Positions in Å, forces in eV/Å.

Computed calculated total energy (a.u.) in order:
-8093.87905 -4018.47437
Computed largest force on an atom (eV/Å) in order:
0.13 2.35